{"formula": "C57H39CeCl5N15OS", "method": "the ωB97M-V functional and the def2-TZVPD basis", "multiplicity": 2, "lumo_ev": [3.317, 3.306], "homo_ev": [-0.8, -1.0], "e_tot_ev": -170517.254, "homo_lumo_gap_ev": [4.12, 4.33], "s_squared": 0.94, "charge": -2, "symbols": ["Ce", "Cl", "C", "C", "C", "C", "C", "C", "C", "C", "C", "C", "C", "C", "C", "C", "C", "C", "Cl", "C", "C", "C", "N", "C", "C", "C", "C", "C", "C", "Cl", "C", "C", "C", "C", "C", "C", "N", "C", "C", "C", "C", "C", "N", "C", "C", "C", "C", "Cl", "C", "C", "C", "C", "N", "H", "H", "H", "H", "H", "H", "H", "H", "H", "H", "H", "H", "H", "H", "H", "H", "H", "H", "H", "H", "H", "H", "H", "H", "N", "C", "N", "N", "N", "N", "C", "N", "N", "N", "N", "H", "Cl", "C", "C", "C", "N", "C", "S", "N", "C", "O", "C", "C", "C", "C", "C", "C", "H", "H", "H", "H", "H", "H", "H", "H", "H", "H", "H", "H", "H", "H"], "xyz": [[-1.279, 1.278, 0.861], [-8.579, 3.141, 5.924], [-7.099, 2.517, 5.266], [-7.134, 1.707, 4.143], [-5.957, 1.223, 3.615], [-4.698, 1.500, 4.188], [-4.713, 2.392, 5.280], [-5.884, 2.873, 5.826], [-3.490, 1.045, 3.520], [-3.604, -0.027, 2.560], [-4.472, -1.165, 2.662], [-4.170, -1.998, 1.617], [-3.145, -1.356, 0.852], [-2.641, -1.793, -0.409], [-3.004, -3.180, -0.764], [-3.751, -3.506, -1.893], [-4.063, -4.821, -2.191], [-3.630, -5.827, -1.345], [-4.012, -7.484, -1.696], [-2.885, -5.534, -0.214], [-2.575, -4.217, 0.068], [-1.831, -1.090, -1.317], [-1.246, 0.132, -1.093], [-0.578, 0.503, -2.210], [0.212, 1.672, -2.359], [0.368, 2.321, -3.637], [1.483, 3.119, -3.946], [1.518, 3.887, -5.090], [0.445, 3.858, -5.964], [0.466, 4.885, -7.370], [-0.639, 3.027, -5.730], [-0.667, 2.260, -4.587], [0.672, 2.414, -1.187], [2.453, 3.836, -0.296], [2.087, 4.338, 1.081], [1.093, 3.636, 1.699], [0.318, 2.859, 0.781], [0.702, 3.595, 3.072], [-0.364, 2.832, 3.618], [-0.554, 2.604, 5.023], [-1.738, 1.944, 5.162], [-2.253, 1.708, 3.844], [-1.379, 2.226, 2.938], [1.448, 4.435, 4.005], [2.844, 4.449, 4.058], [3.516, 5.268, 4.943], [2.792, 6.082, 5.799], [3.639, 7.112, 6.917], [1.406, 6.082, 5.787], [0.749, 5.264, 4.892], [-0.728, -0.532, -3.209], [-1.464, -1.524, -2.647], [-2.822, -0.189, 1.469], [-8.078, 1.475, 3.670], [-6.003, 0.652, 2.702], [-3.790, 2.742, 5.707], [-5.857, 3.546, 6.672], [-5.176, -1.356, 3.452], [-4.622, -2.947, 1.389], [-4.101, -2.717, -2.541], [-4.642, -5.058, -3.072], [-2.554, -6.333, 0.435], [-1.975, -3.977, 0.934], [2.326, 3.148, -3.274], [2.368, 4.517, -5.316], [-1.464, 3.006, -6.425], [-1.538, 1.664, -4.365], [3.142, 4.513, -0.812], [2.714, 5.069, 1.558], [0.150, 2.849, 5.796], [-2.137, 1.534, 6.070], [3.403, 3.776, 3.425], [4.595, 5.259, 4.987], [0.857, 6.710, 6.474], [-0.329, 5.261, 4.860], [-0.272, -0.525, -4.184], [-1.712, -2.471, -3.090], [2.759, 0.460, 0.856], [1.887, -0.286, 1.651], [2.300, -1.305, 2.394], [1.200, -1.709, 3.021], [0.193, -0.985, 2.685], [0.574, -0.046, 1.811], [2.368, 1.631, 0.293], [3.160, 2.586, -0.015], [1.273, 3.695, -1.151], [0.035, 3.535, -0.450], [0.963, 1.730, 0.081], [3.738, 0.363, 1.087], [-3.061, 2.875, -0.064], [5.334, -2.552, -3.174], [5.373, -3.033, -1.730], [4.128, -3.831, -1.363], [2.943, -2.996, -1.421], [1.698, -3.469, -1.135], [0.580, -2.542, -0.366], [1.359, -4.768, -1.476], [1.677, -5.568, -2.551], [1.398, -6.756, -2.521], [2.299, -4.939, -3.737], [1.961, -3.654, -4.164], [2.497, -3.158, -5.337], [3.370, -3.926, -6.093], [3.701, -5.208, -5.679], [3.160, -5.716, -4.517], [6.232, -1.988, -3.411], [4.467, -1.917, -3.334], [5.264, -3.395, -3.859], [5.459, -2.176, -1.060], [6.247, -3.669, -1.570], [4.249, -4.250, -0.353], [4.005, -4.661, -2.062], [3.075, -2.068, -1.034], [0.619, -5.139, -0.888], [1.266, -3.051, -3.599], [2.230, -2.165, -5.664], [3.786, -3.529, -7.007], [4.378, -5.812, -6.268], [3.393, -6.718, -4.186]], "forces_ev_per_angstrom": [[-1.6, -0.8, 0.0], [-0.4, 0.1, 0.2], [0.2, -0.1, -0.1], [0.0, 0.0, 0.1], [-0.1, 0.0, 0.1], [0.0, 0.1, -0.2], [0.0, -0.1, 0.1], [-0.3, 0.0, -0.1], [0.1, -0.4, -0.1], [-0.4, 0.4, 1.0], [0.2, 0.2, -0.2], [0.3, 0.3, -0.2], [0.0, -1.5, -1.2], [-0.2, 0.5, 0.5], [-0.1, -0.2, -0.1], [0.0, 0.1, 0.2], [0.0, -0.2, 0.0], [0.1, 0.2, 0.1], [-0.1, -0.3, -0.1], [0.0, -0.1, 0.0], [0.0, 0.1, -0.1], [-0.6, -1.2, -0.4], [0.1, 0.1, -0.6], [0.5, -0.1, -0.6], [0.7, 0.2, 0.8], [0.0, 0.0, -0.2], [-0.1, -0.1, -0.1], [-0.1, 0.1, -0.2], [0.0, -0.2, 0.1], [0.0, 0.1, -0.3], [0.2, 0.1, -0.2], [0.1, 0.1, 0.1], [-0.1, -0.9, -1.9], [0.6, 0.5, 0.5], [-0.2, 0.3, -0.6], [-0.1, 0.6, 1.2], [1.9, 1.5, 1.0], [-0.1, -0.6, -0.7], [0.8, 0.4, 0.6], [0.2, 0.2, -0.6], [-0.3, -0.3, -0.6], [-0.5, -0.3, 0.7], [0.1, 0.3, 0.1], [0.1, 0.2, 0.2], [-0.2, -0.1, 0.1], [0.0, 0.1, 0.2], [0.0, -0.1, -0.1], [0.1, 0.2, 0.2], [0.2, 0.0, 0.1], [0.1, 0.0, -0.2], [0.2, 0.5, 0.3], [-0.4, 0.1, 0.8], [-0.2, 0.1, 0.4], [-0.1, 0.0, 0.0], [0.0, 0.0, 0.0], [0.0, 0.0, 0.0], [0.0, 0.0, 0.0], [-0.1, 0.1, 0.1], [0.0, -0.1, 0.0], [0.0, 0.1, 0.0], [0.0, -0.1, 0.0], [0.0, 0.0, 0.0], [0.0, 0.0, 0.1], [0.1, 0.0, 0.1], [0.1, 0.0, 0.0], [-0.1, 0.0, -0.1], [-0.1, 0.0, 0.0], [-0.1, -0.2, 0.1], [0.0, 0.0, 0.1], [0.1, 0.1, 0.1], [-0.2, 0.0, 0.1], [0.0, 0.0, -0.1], [0.1, 0.0, 0.0], [0.0, 0.1, 0.0], [-0.1, 0.0, 0.0], [0.0, 0.1, -0.1], [-0.1, -0.1, 0.0], [0.1, -0.5, 0.1], [-0.2, -0.2, 0.4], [0.5, 0.9, -0.9], [-0.6, -0.4, 0.4], [-0.6, -0.4, 0.6], [1.1, -0.4, 0.1], [0.7, 0.3, -0.3], [-0.3, -0.9, -0.1], [0.2, -0.4, -0.3], [-1.8, 1.7, 0.1], [0.7, 0.1, -0.5], [-0.1, 0.1, 0.0], [-0.4, 0.2, -0.1], [0.1, 0.0, 0.2], [-0.3, -0.1, -0.2], [0.3, -0.3, 0.2], [0.1, -0.1, -0.1], [-0.4, 1.2, 0.6], [0.4, -0.4, 0.0], [0.0, -0.6, 0.1], [-0.1, -0.5, 0.4], [0.1, 0.4, -0.1], [0.1, 0.1, -0.7], [0.0, -0.3, 0.2], [0.1, 0.1, -0.2], [0.0, 0.0, 0.1], [0.1, 0.0, -0.1], [-0.2, 0.0, 0.3], [0.1, 0.1, -0.1], [-0.1, 0.1, -0.1], [0.0, -0.1, -0.1], [0.1, 0.0, 0.1], [0.0, 0.0, 0.1], [-0.1, 0.0, -0.1], [0.2, 0.0, 0.1], [-0.2, -0.1, 0.0], [0.1, 0.0, -0.1], [-0.1, 0.1, 0.1], [0.0, 0.1, 0.0], [0.0, 0.1, -0.1], [0.0, 0.0, 0.0], [0.0, -0.1, 0.0]]}

***

{"formula": "C38H70N6O30", "method": "the ωB97M-V functional and the def2-TZVPD basis", "multiplicity": 1, "lumo_ev": 0.479, "homo_ev": -3.4, "e_tot_ev": -110906.092, "homo_lumo_gap_ev": 3.83, "charge": -2, "symbols": ["C", "N", "C", "C", "C", "C", "C", "C", "C", "C", "N", "C", "C", "C", "H", "H", "H", "H", "H", "H", "H", "H", "H", "H", "H", "H", "H", "H", "C", "C", "O", "N", "H", "H", "C", "H", "H", "H", "H", "H", "H", "C", "C", "O", "N", "H", "H", "C", "H", "H", "H", "H", "H", "H", "C", "O", "C", "C", "N", "H", "H", "C", "C", "O", "C", "H", "H", "H", "H", "H", "H", "H", "H", "H", "H", "H", "H", "H", "H", "C", "O", "C", "C", "N", "H", "H", "C", "C", "O", "C", "H", "H", "H", "H", "H", "H", "H", "H", "H", "H", "H", "H", "H", "H", "O", "C", "O", "O", "H", "O", "C", "O", "O", "H", "O", "C", "O", "O", "H", "O", "C", "O", "O", "H", "O", "C", "O", "O", "H", "O", "C", "O", "O", "H", "O", "C", "O", "O", "H", "O", "C", "O", "O", "H"], "xyz": [[-2.682, -4.894, -7.177], [-3.372, -4.466, -5.918], [-3.977, -5.311, -4.992], [-4.387, -4.835, -3.795], [-4.048, -3.483, -3.475], [-3.655, -2.654, -4.528], [-3.344, -3.131, -5.754], [-4.102, -2.842, -2.165], [-4.804, -3.365, -1.056], [-4.654, -2.694, 0.165], [-3.968, -1.554, 0.210], [-3.208, -1.118, -0.803], [-3.279, -1.711, -2.017], [-4.002, -0.725, 1.374], [-2.161, -5.788, -6.864], [-1.940, -4.169, -7.514], [-3.508, -5.078, -7.888], [-4.022, -6.313, -5.398], [-4.807, -5.526, -3.028], [-3.359, -1.623, -4.412], [-2.948, -2.546, -6.571], [-5.190, -4.365, -0.893], [-5.181, -3.005, 1.081], [-2.539, -0.321, -0.607], [-2.563, -1.393, -2.777], [-2.989, -0.268, 1.471], [-4.028, -1.375, 2.233], [-4.766, 0.019, 1.378], [-1.962, 3.974, -2.211], [-1.868, 2.597, -2.570], [-2.779, 1.912, -2.896], [-0.451, 1.994, -2.601], [0.445, 2.359, -2.087], [-0.715, 1.163, -2.006], [-0.041, 1.446, -3.946], [-2.972, 4.238, -1.985], [-1.559, 4.714, -2.932], [-1.249, 4.083, -1.361], [0.659, 0.643, -3.671], [0.539, 2.170, -4.632], [-0.966, 1.148, -4.565], [-1.141, 1.055, 1.689], [-0.779, 0.110, 0.608], [-0.777, 0.521, -0.623], [-0.532, -1.112, 0.914], [-0.563, -1.391, 1.934], [-3.074, -1.006, 4.297], [0.041, -2.168, 0.052], [-2.048, 1.596, 1.579], [-0.349, 1.731, 1.900], [-1.390, 0.456, 2.554], [0.821, -2.648, 0.595], [0.460, -1.663, -0.816], [-0.724, -2.917, -0.170], [-0.637, 7.454, 0.920], [-0.233, 6.428, 1.829], [0.237, 6.924, 3.089], [1.410, 7.802, 2.808], [2.376, 7.088, 1.969], [1.915, 4.491, 1.890], [1.924, 6.873, 1.061], [3.617, 7.842, 1.863], [4.756, 6.962, 1.466], [4.891, 6.814, 0.077], [5.758, 5.722, -0.248], [0.149, 7.704, 0.211], [-0.869, 8.378, 1.428], [-1.519, 7.035, 0.444], [0.458, 6.052, 3.650], [-0.546, 7.480, 3.583], [1.931, 8.070, 3.688], [1.116, 8.823, 2.287], [3.833, 8.427, 2.719], [3.490, 8.573, 0.990], [4.552, 5.969, 1.904], [5.708, 7.219, 1.894], [5.336, 4.865, 0.319], [6.816, 5.858, 0.013], [5.678, 5.538, -1.295], [6.071, -1.147, -0.522], [5.837, -2.202, -1.441], [5.159, -3.371, -0.899], [3.758, -3.080, -0.407], [3.540, -2.501, 0.934], [3.374, -1.497, 0.790], [-1.012, -4.733, 3.213], [4.479, -2.821, 1.978], [4.326, -4.258, 2.401], [5.601, -4.967, 2.148], [5.322, -6.308, 1.994], [5.116, -0.783, -0.063], [6.450, -0.379, -1.189], [6.842, -1.416, 0.223], [5.704, -3.720, -0.011], [5.006, -4.165, -1.582], [3.157, -3.992, -0.497], [3.171, -2.393, -1.082], [4.260, -2.154, 2.809], [5.577, -2.637, 1.750], [3.636, -4.742, 1.723], [3.895, -4.515, 3.330], [6.266, -6.916, 1.875], [4.743, -6.563, 1.090], [4.793, -6.738, 2.887], [-5.987, -6.332, 0.663], [-6.032, -6.912, -0.667], [-7.042, -7.623, -0.933], [-4.914, -6.635, -1.274], [-6.644, -6.807, 1.110], [-6.134, -0.617, 4.163], [-4.817, -0.502, 4.378], [-4.314, 0.653, 4.037], [-4.119, -1.242, 4.992], [-6.473, -1.555, 4.077], [1.343, -4.631, 3.759], [0.672, -5.767, 3.698], [1.236, -6.833, 3.741], [-0.684, -5.642, 3.514], [0.701, -3.883, 3.838], [-4.431, 6.024, 0.967], [-4.545, 7.313, 0.385], [-4.981, 8.082, 1.309], [-4.177, 7.497, -0.813], [-4.163, 6.184, 1.856], [0.104, -2.031, -4.893], [-0.714, -1.735, -6.002], [-1.377, -0.634, -5.973], [-0.755, -2.595, -6.977], [0.194, -2.812, -5.461], [-0.524, -1.044, 5.496], [-0.888, -1.521, 4.212], [0.044, -2.295, 3.652], [-2.069, -1.288, 3.849], [0.411, -1.245, 5.625], [2.868, 0.485, -2.081], [2.621, 1.226, -0.920], [1.865, 2.147, -1.180], [3.169, 0.806, 0.122], [3.396, -0.324, -1.916], [3.880, 2.164, 2.466], [3.316, 3.412, 2.744], [3.809, 4.228, 3.417], [2.067, 3.575, 2.000], [3.324, 1.844, 1.679]], "forces_ev_per_angstrom": [[-1.4, -1.2, 0.6], [-0.1, 1.1, -0.3], [1.3, 0.8, -2.6], [0.1, 0.4, 1.8], [-0.6, -0.4, -1.7], [0.3, 0.7, 0.9], [0.0, -1.7, -0.2], [-0.2, -0.5, 0.8], [1.5, 0.4, 1.2], [-1.1, -0.1, -0.9], [0.0, 0.0, -0.4], [-0.8, -0.3, -0.1], [0.3, -0.8, -0.1], [2.3, 0.1, 1.7], [0.1, -0.5, -0.5], [-0.3, 0.3, 0.3], [0.8, -0.2, 0.0], [-0.2, -0.2, 0.7], [0.3, 0.3, -0.3], [-0.5, 0.2, 0.1], [0.1, 0.2, 0.1], [-0.4, -0.2, -1.0], [0.5, 0.1, -0.6], [0.2, 0.8, 0.0], [-0.4, 0.0, 0.3], [-1.3, -0.1, -0.1], [-0.5, -0.1, 0.3], [-0.6, 0.4, -0.1], [1.6, 2.0, 1.2], [1.2, -0.1, -1.6], [0.0, -1.0, 0.1], [-0.5, -0.4, -0.4], [-1.1, -0.1, -0.3], [1.0, 0.4, -0.3], [-0.2, 0.5, -1.6], [-0.5, 0.3, 0.4], [-0.2, -0.8, -0.1], [-0.8, 0.3, -0.1], [-0.5, 0.0, -0.6], [-0.9, -0.6, 1.6], [1.6, -0.1, 1.3], [-0.3, -1.1, 1.0], [-0.2, 3.1, -3.7], [-0.1, -1.4, 3.0], [0.7, -3.1, 2.3], [0.2, 0.5, -1.5], [0.2, -0.5, 2.2], [-0.8, 1.1, 0.0], [-0.6, 0.7, -0.9], [0.8, 0.6, 0.1], [0.4, 0.1, 0.6], [0.7, -0.3, 0.5], [-0.2, -0.3, -0.3], [0.1, 0.2, -0.4], [-0.3, -0.8, 0.3], [0.0, 0.2, 0.4], [-0.6, 0.5, -1.8], [0.3, 1.2, -1.8], [-0.7, -0.1, 0.4], [-0.2, 2.1, 0.1], [0.8, 0.3, 0.8], [-0.8, 0.5, -3.6], [0.2, -1.8, 0.6], [0.5, 0.2, -0.8], [-1.2, -0.2, 1.3], [0.2, -0.2, -0.3], [-0.5, 0.2, 0.3], [-0.1, 0.4, -0.4], [0.5, -0.7, 0.7], [-0.5, 0.3, 0.3], [0.4, 0.3, 1.2], [0.2, -1.7, 1.0], [0.0, 0.2, 1.1], [0.4, -0.3, 1.1], [-0.1, 0.2, 0.0], [0.7, 0.8, 0.3], [0.6, 0.0, -0.5], [-0.2, 0.3, 0.2], [-0.1, -0.1, -0.7], [-0.6, 0.0, -0.2], [-0.7, -1.7, -0.2], [0.0, 2.1, 1.8], [-1.8, 0.8, -0.1], [-0.2, 0.8, -1.1], [0.3, -0.5, 0.6], [1.1, -1.6, 0.7], [0.8, 0.7, 0.6], [1.3, -1.2, -2.3], [-0.9, 1.0, 0.5], [0.7, -2.3, 0.5], [1.0, -0.2, -0.1], [0.2, 0.4, 0.3], [-0.4, 0.1, -0.1], [0.2, -0.3, -0.4], [0.7, -0.4, -1.3], [0.3, -0.4, 0.2], [0.9, -0.5, 0.2], [-0.1, 0.1, 0.1], [-1.1, -0.2, 0.1], [-0.5, 0.1, -0.5], [0.1, 0.2, 1.6], [-0.6, 0.9, 0.3], [-0.2, 0.4, 0.2], [0.2, 0.3, -0.7], [1.1, 0.6, -2.0], [1.5, -0.6, -0.2], [2.2, 1.7, 0.3], [-3.1, -0.3, 0.4], [-1.8, -0.9, 1.2], [-1.5, -2.1, -0.6], [-0.8, 9.5, -2.4], [-1.8, -2.5, -0.5], [2.6, -5.7, 1.9], [0.9, 1.4, 0.6], [-0.6, 0.7, 0.3], [0.3, -0.7, -0.7], [-1.0, 0.6, 0.1], [-0.2, 0.9, -0.4], [0.7, 0.2, -0.1], [0.7, -1.5, -2.5], [-0.1, 1.4, 1.3], [0.6, 0.3, -2.1], [-0.9, -0.7, 2.2], [-0.2, 0.4, 1.0], [-1.4, -0.5, -2.5], [-2.9, 4.4, -1.5], [1.3, -2.8, 0.2], [0.7, 0.8, 2.4], [2.1, -2.1, 1.4], [-1.1, -0.1, -2.2], [3.1, -2.5, 2.5], [-3.9, 3.0, 0.8], [2.1, -0.5, -1.8], [0.0, -0.2, -0.3], [0.5, -1.1, -0.4], [0.6, -1.8, -0.8], [-0.9, 1.8, 0.7], [-0.3, 0.5, 0.3], [-0.3, 0.8, 0.3], [-2.6, 2.3, -0.5], [-1.6, -2.8, -3.2], [0.6, 1.3, 1.3], [2.9, -2.6, 1.6], [1.0, -0.4, 0.5]]}